ORCA calculation (ωB97M-V/def2-TZVPD) on a cluster of 2 separate species, C8H9N2O2 in total.

Structure (ORCA input):
```
! wB97M-V def2-TZVPD RIJCOSX def2/J DEFGRID3
* xyz -1 1
C 1.3484 -2.1187 0.1000
C 0.1500 -2.7757 -0.2195
C 1.3684 -0.7615 0.3618
C -1.0509 -2.1139 -0.2656
C 0.1726 -0.0532 0.3240
C -1.0516 -0.7340 0.0213
C -0.1677 1.3162 0.4272
C 0.5690 2.4041 1.1296
N -2.0590 0.1224 0.0639
N 0.3836 1.8573 -1.7905
O -3.3038 0.0035 -0.0880
O -1.5279 1.4229 0.3990
H 2.2662 -2.6855 0.1426
H 0.1814 -3.8348 -0.4424
H 2.2948 -0.2467 0.5785
H -1.9766 -2.6059 -0.5210
H 1.6361 2.2341 1.0343
H 0.2943 2.4157 2.1909
H 0.3159 3.3653 0.6919
H 0.7456 0.9358 -2.0376
H -0.5888 1.8526 -2.1004
*
```

The frontier orbital gap is 5.81 eV. The calculation puts the relative energy (zero: lowest compared OMol25 entry of this formula, charge and spin) at 403.3 kJ/mol. The calculation puts the total energy at -15513.248 eV.

Electronic structure analysis, Mulliken charges in units of e: -0.60, -0.30, -0.52, -0.88, 0.90, -0.07, 0.40, -1.36, 0.78, -0.85, -0.91, -0.36, 0.36, 0.35, 0.29, 0.42, 0.31, 0.36, 0.33, 0.17, 0.17



ORCA calculation (ωB97M-V/def2-TZVPD) on a cluster of 2 separate species, C3H8NO3 in total.

Structure (ORCA input):
```
! wB97M-V def2-TZVPD RIJCOSX def2/J DEFGRID3
* xyz 0 2
N -1.4510 0.3225 -2.7851
C -1.1887 -0.7753 -1.8747
O -1.5606 -0.4922 -0.5379
H -0.7502 1.0459 -2.6848
H -2.3327 0.7847 -2.6066
H -1.7958 -1.6206 -2.2024
H -0.1228 -0.9994 -1.9660
O -0.0254 0.3440 2.0393
C 1.0276 0.2420 1.3373
O 1.0543 0.0206 0.1263
C 2.3570 0.3165 2.0821
H -0.7336 -0.2927 -0.0580
H 3.1054 0.1043 1.3228
H 2.4470 -0.3722 2.9217
H 2.4959 1.3393 2.4397
*
```

The frontier orbital gap (alpha / beta) is 9.72 / 5.17 eV. The calculation puts the relative energy (zero: lowest compared OMol25 entry of this formula, charge and spin) at 62.3 kJ/mol. The calculation puts the total energy at -10871.023 eV.

Electronic structure analysis, Mulliken charges in units of e: -0.57, -0.27, -0.57, 0.24, 0.24, 0.24, 0.30, -0.23, 0.88, -0.60, -0.93, 0.37, 0.29, 0.32, 0.29



ORCA calculation (ωB97M-V/def2-TZVPD) on the molecule C4H10BN.

Structure (ORCA input):
```
! wB97M-V def2-TZVPD RIJCOSX def2/J DEFGRID3
* xyz 0 3
B 0.1437 -0.1011 0.9405
C -0.0546 -1.2024 -1.0849
C 0.1167 0.2607 -1.7100
C -0.7010 1.2470 -0.8059
C 0.7172 -0.8885 2.1775
N -0.3496 1.1294 0.5894
H 0.7957 -1.7481 -1.0825
H -1.0465 -1.7540 -1.2937
H 1.1574 0.3663 -1.5611
H -0.1643 0.5835 -2.6976
H -0.5515 2.2518 -1.2970
H -1.8033 1.0184 -0.9647
H 1.3998 -1.5434 1.7028
H -0.0875 -1.3182 2.8014
H 1.3188 -0.3583 2.9079
H -0.5085 1.8542 1.2747
*
```

The frontier orbital gap (alpha / beta) is 4.74 / 8.97 eV. The calculation puts the relative energy (zero: lowest compared OMol25 entry of this formula, charge and spin) at 44.0 kJ/mol. The calculation puts the total energy at -6471.040 eV.

Electronic structure analysis, Mulliken charges in units of e: -0.32, -0.90, -0.64, -0.32, -0.82, -0.11, 0.48, 0.31, 0.27, 0.41, 0.35, 0.23, 0.24, 0.29, 0.34, 0.20



ORCA calculation (ωB97M-V/def2-TZVPD) on a structure of composition C41H42As2I2N3OPd.

Structure (ORCA input):
```
! wB97M-V def2-TZVPD RIJCOSX def2/J DEFGRID3
* xyz -1 1
Pd -0.2317 0.4545 0.4077
I -5.0425 3.3614 -0.0466
C -3.1109 4.1230 0.2145
C -2.9381 5.4905 0.4184
C -1.6792 6.0176 0.5729
I -1.5137 8.1041 0.8141
C -0.5359 5.1858 0.5595
C 0.7938 5.6386 0.7022
C 1.8228 4.7406 0.7074
C 1.5354 3.3717 0.5870
N 0.3173 2.9118 0.4232
C -0.7185 3.7836 0.3841
C -2.0427 3.1975 0.1347
O -2.1681 1.9788 -0.1358
H -3.8032 6.1393 0.4423
H 0.9843 6.6989 0.8098
H 2.8499 5.0692 0.8113
H 2.3270 2.6336 0.6449
C -1.2808 -2.9901 1.1399
C -2.6369 -2.7141 0.4855
As -2.9190 -0.7871 0.0450
C -3.1604 -0.1652 1.9065
C -4.4171 0.0524 2.4696
C -4.5532 0.4655 3.7914
C -3.4299 0.6690 4.5779
C -2.1697 0.4890 4.0206
C -2.0343 0.0868 2.6978
C -4.8202 -1.0000 -0.4858
C -5.7710 -1.8262 0.1127
C -7.0600 -1.9207 -0.3989
C -7.4184 -1.1877 -1.5239
C -6.4829 -0.3604 -2.1318
C -5.1954 -0.2731 -1.6143
As 0.1660 -1.9201 0.3219
C 0.0034 -2.5660 -1.5256
C 0.2615 -3.8827 -1.9031
C 0.1337 -4.2781 -3.2291
C -0.2657 -3.3592 -4.1917
C -0.5378 -2.0477 -3.8242
C -0.3966 -1.6516 -2.4980
C 1.7151 -2.9763 0.8773
C 2.8323 -3.0935 0.0510
C 3.9925 -3.7057 0.5042
C 4.0567 -4.2085 1.7989
C 2.9566 -4.0837 2.6369
C 1.7994 -3.4634 2.1800
H -1.0295 -4.0507 1.1014
H -1.3165 -2.6928 2.1886
H -3.4409 -3.0890 1.1205
H -2.7008 -3.2385 -0.4701
H -5.3059 -0.0709 1.8663
H -5.5428 0.6352 4.2010
H -3.5331 0.9847 5.6100
H -1.2823 0.6741 4.6145
H -1.0207 0.0070 2.2650
H -5.5099 -2.4023 0.9940
H -7.7860 -2.5660 0.0829
H -8.4230 -1.2640 -1.9242
H -6.7565 0.2193 -3.0056
H -4.4645 0.3824 -2.0742
H 0.5705 -4.6034 -1.1546
H 0.3474 -5.3014 -3.5135
H -0.3600 -3.6666 -5.2270
H -0.8564 -1.3277 -4.5697
H -0.5967 -0.6300 -2.1976
H 2.7889 -2.7049 -0.9605
H 4.8535 -3.7846 -0.1501
H 4.9599 -4.6923 2.1527
H 3.0023 -4.4611 3.6517
H 0.9514 -3.3509 2.8468
C 6.1188 1.6334 0.7292
C 5.9049 0.4599 -0.2278
N 4.7269 0.5863 -1.0643
C 4.9284 0.9998 -2.4458
C 5.0902 2.5074 -2.6301
C 3.4649 0.4045 -0.5034
C 2.2893 0.6674 -1.4249
N 3.2595 0.0269 0.7012
H 6.9688 1.4391 1.3893
H 5.2346 1.7949 1.3473
H 6.3169 2.5543 0.1774
H 5.8412 -0.4725 0.3402
H 6.7681 0.3637 -0.8881
H 4.0919 0.6473 -3.0416
H 5.8189 0.4913 -2.8228
H 4.2251 3.0373 -2.2270
H 5.1833 2.7532 -3.6920
H 5.9835 2.8712 -2.1171
H 2.1878 -0.1602 -2.1332
H 2.4328 1.5968 -1.9814
H 1.2889 0.7342 -0.8974
H 4.1132 -0.1440 1.2220
*
```

The frontier orbital gap is 5.84 eV. The calculation puts the relative energy (zero: lowest compared OMol25 entry of this formula, charge and spin) at 88.3 kJ/mol. The calculation puts the total energy at -191075.985 eV.

Electronic structure analysis, Mulliken charges in units of e: -0.52, -0.05, -0.54, -0.45, -0.30, -0.04, 1.13, -0.51, -1.16, -0.40, 0.24, -0.28, 0.19, -0.47, 0.33, 0.15, 0.43, 0.70, -1.17, -1.49, 1.31, 0.75, -0.53, -0.71, -0.50, -1.11, 0.19, -0.03, 0.04, -0.71, -0.40, -0.74, -0.64, 1.11, 0.74, -0.40, -0.73, -0.52, -0.89, -0.40, 0.01, -0.32, -0.62, -0.55, -0.61, -0.56, 0.62, 0.54, 0.66, 0.47, 0.45, 0.40, 0.36, 0.45, 0.06, 0.25, 0.38, 0.37, 0.38, 0.43, 0.38, 0.40, 0.36, 0.44, 0.41, 0.31, 0.42, 0.36, 0.40, 0.30, -0.91, -1.18, 0.40, -0.88, -1.01, 0.53, 0.27, -0.24, 0.40, 0.25, 0.25, 0.43, 0.44, 0.37, 0.47, 0.19, 0.41, 0.29, 0.59, 0.37, -1.15, 0.21



ORCA calculation (ωB97M-V/def2-TZVPD) on the molecule C2H4N6O2.

Structure (ORCA input):
```
! wB97M-V def2-TZVPD RIJCOSX def2/J DEFGRID3
* xyz 0 1
C 0.3451 -1.3291 -0.0109
C -0.6286 -0.3257 0.0769
N 1.5790 -0.8381 -0.0800
N 1.8046 0.3766 -0.0922
N 0.9346 1.1979 0.1364
N -0.0137 -2.6463 0.1071
N 1.0303 2.5526 0.0711
N -1.7876 0.3256 -0.0285
O -1.8163 1.5328 0.1234
O -2.8121 -0.3912 -0.0261
H -0.9905 -2.9436 0.3220
H 0.6911 -3.3675 -0.0036
H 1.5386 2.8237 -0.7320
H 0.1256 3.0323 0.1363
*
```

The frontier orbital gap (alpha / beta) is 8.28 / 8.27 eV. The calculation puts the relative energy (zero: lowest compared OMol25 entry of this formula, charge and spin) at 540.3 kJ/mol. The calculation puts the total energy at -15165.469 eV.

Electronic structure analysis, Mulliken charges in units of e: 0.10, 0.60, -0.50, -0.36, 0.64, -0.40, -0.70, 0.81, -0.61, -0.61, 0.24, 0.24, 0.24, 0.31



ORCA calculation (ωB97M-V/def2-TZVPD) on the molecule C3H4F3NO.

Structure (ORCA input):
```
! wB97M-V def2-TZVPD RIJCOSX def2/J DEFGRID3
* xyz 0 1
C 0.9090 -1.0464 -0.4227
C 0.1568 0.0224 0.1313
C -1.4340 0.0910 -0.0965
N 0.8394 1.2105 0.1781
O 0.7481 -1.0906 0.9602
F -1.8904 -1.1515 -0.1185
F -1.9750 0.7579 0.8970
F -1.7479 0.8256 -1.2115
H 0.4805 -1.8146 -1.0034
H 1.9428 -0.8927 -0.6383
H 1.7031 1.1679 0.5968
H 0.2677 1.9206 0.7277
*
```

The frontier orbital gap is 10.85 eV. The calculation puts the relative energy (zero: lowest compared OMol25 entry of this formula, charge and spin) at 96.4 kJ/mol. The calculation puts the total energy at -14864.485 eV. The SMILES is N[C@@]1(C(F)(F)F)CO1.

Electronic structure analysis, Mulliken charges in units of e: -0.90, 1.01, 0.67, -0.64, -0.47, -0.22, -0.24, -0.25, 0.26, 0.28, 0.25, 0.26